Record 1
# C33H44F27N8O27S9

A 13-piece molecular cluster, C33H44F27N8O27S9 overall in a non-equilibrium geometry (the ωB97M-V functional and the def2-TZVPD basis, OMol25).

Last column: Mulliken charge in e.
Positions of all 148 atoms, in Å:
C1 2.8844 6.8857 6.3706  -1.1211
C2 2.9548 7.7642 7.6062  -0.4596
N1 4.3737 7.8853 8.2226  0.1219
C3 5.2359 7.0001 8.8583  -0.4388
C4 6.3247 7.7265 9.4189  -0.1627
N2 6.1761 9.0203 9.0323  0.1321
C5 4.9931 9.1196 8.2746  -0.2778
C6 7.0662 10.0945 9.3532  -0.7823
H1 2.8522 5.8178 6.5864  0.3697
H2 3.7081 6.8750 5.6568  0.3704
H3 1.9272 7.0379 5.8719  0.3407
H4 2.2389 7.5108 8.3880  0.3710
H5 2.5881 8.7879 7.5316  0.3476
H6 5.0056 5.9460 8.9046  0.4550
H7 7.1127 7.4212 10.0913  0.3931
H8 4.7395 10.0214 7.7372  0.3852
H9 6.4691 10.7335 10.0038  0.3847
H10 7.4322 10.6606 8.4966  0.3041
H11 7.7207 9.6206 10.0847  0.2669
C7 0.7876 6.9125 -9.3286  -1.0600
C8 1.7527 8.1505 -9.3171  -0.4789
N3 1.4458 9.0689 -8.2903  0.1802
C9 1.6621 8.9315 -6.9562  -0.3979
C10 1.1644 9.9833 -6.2425  -0.4168
N4 0.8143 10.9763 -7.1388  0.1302
C11 0.8809 10.2984 -8.4138  -0.1593
C12 0.5125 12.3558 -6.8285  -0.7541
H12 0.1049 6.8147 -8.4846  0.3670
H13 1.2941 5.9517 -9.4207  0.3382
H14 0.0715 6.9785 -10.1477  0.3288
H15 1.8418 8.5850 -10.3128  0.3799
H16 2.7517 7.7961 -9.0629  0.3295
H17 2.2249 8.0865 -6.5878  0.4527
H18 1.0605 10.0274 -5.1684  0.4676
H19 0.5920 10.7782 -9.3372  0.3501
H20 1.4175 12.8216 -6.4385  0.3381
H21 -0.1546 12.2685 -5.9708  0.3200
H22 0.1206 12.7779 -7.7539  0.2849
C13 -0.2029 1.7171 -0.9746  -0.9782
C14 0.4946 0.7346 -0.0423  -0.4477
N5 -0.2593 -0.4764 -0.0236  0.2174
C15 -1.5378 -0.6738 0.5136  -0.4364
C16 -1.8328 -2.0034 0.3508  -0.1975
N6 -0.8965 -2.6661 -0.4151  0.1169
C17 0.1607 -1.7426 -0.5726  -0.2523
C18 -0.9385 -4.0604 -0.8673  -0.7424
H23 -0.2407 1.2413 -1.9545  0.3052
H24 0.2132 2.7039 -1.1772  0.3675
H25 -1.1373 1.9649 -0.4710  0.3191
H26 0.6659 1.0313 0.9925  0.3531
H27 1.4105 0.3398 -0.4819  0.2515
H28 -2.0037 -0.0175 1.2338  0.3489
H29 -2.6327 -2.6199 0.7334  0.4245
H30 1.0861 -1.8378 -1.1211  0.3747
H31 -1.9467 -4.4248 -0.6702  0.2838
H32 -0.2385 -4.6814 -0.3083  0.3497
H33 -0.6972 -3.9475 -1.9242  0.3424
C19 -10.2805 -6.4280 3.8071  -1.0150
C20 -9.0252 -5.6579 3.3578  -0.6230
N7 -8.9421 -5.5526 1.9076  0.2022
C21 -8.7065 -6.6710 1.1000  -0.2738
C22 -8.6444 -6.3003 -0.2204  -0.4037
N8 -8.8446 -4.8697 -0.1527  0.1396
C23 -8.8910 -4.3925 1.1475  -0.0833
C24 -8.9807 -4.0685 -1.3754  -0.8731
H34 -10.2349 -7.5126 3.7079  0.3814
H35 -11.2084 -5.9557 3.4846  0.3067
H36 -10.2347 -6.2722 4.8849  0.3537
H37 -8.0324 -6.0093 3.6390  0.4078
H38 -9.1985 -4.6656 3.7744  0.3081
H39 -8.6689 -7.6018 1.6464  0.4540
H40 -8.7939 -6.9800 -1.0463  0.3624
H41 -9.2966 -3.4359 1.4423  0.3434
H42 -8.0847 -3.4596 -1.4958  0.3634
H43 -9.8620 -3.4371 -1.4882  0.3319
H44 -8.8938 -4.6594 -2.2873  0.3172
C25 7.0237 -8.3905 0.0246  0.5813
F1 7.5244 -7.2370 -0.5698  -0.2514
F2 6.2970 -9.1158 -0.7507  -0.1966
F3 8.0612 -9.0868 0.4742  -0.2470
S1 5.9576 -7.8096 1.5430  1.0704
O1 5.1648 -8.9966 1.9251  -0.6453
O2 6.8124 -7.3521 2.6337  -0.6330
O3 5.1503 -6.8161 0.8112  -0.6778
C26 6.2547 0.4371 4.5500  0.5647
F4 5.0303 -0.1812 4.6695  -0.2454
F5 6.8563 0.2177 3.3737  -0.2272
F6 5.9356 1.6753 4.6256  -0.2392
S2 7.6001 -0.0648 5.9195  1.0372
O4 7.3925 -1.5574 5.8561  -0.6150
O5 8.8621 0.4172 5.3758  -0.6274
O6 7.0751 0.6035 7.0857  -0.6481
C27 -3.4484 -2.2725 -8.1436  0.5707
F7 -4.2833 -1.3762 -7.6005  -0.2304
F8 -2.4911 -1.4728 -8.7585  -0.2426
F9 -2.8900 -2.9431 -7.1196  -0.2174
S3 -4.2751 -3.4681 -9.3852  1.1089
O7 -3.2165 -4.0379 -10.1774  -0.6392
O8 -5.0401 -4.4067 -8.5572  -0.6629
O9 -5.1561 -2.6582 -10.2563  -0.6871
C28 1.1156 -13.2832 -3.8891  0.6018
F10 2.3691 -13.6181 -4.2175  -0.2404
F11 1.0953 -12.0601 -3.3660  -0.2185
F12 0.3860 -13.3649 -4.9614  -0.2246
S4 0.4819 -14.4822 -2.5429  1.0930
O10 -0.9942 -14.4763 -2.6917  -0.6939
O11 1.0258 -15.7842 -2.8767  -0.6935
O12 0.9608 -14.0235 -1.2588  -0.6241
C29 6.0377 11.0314 -0.9520  0.6160
F13 6.1608 10.0204 -1.8023  -0.2344
F14 7.0397 11.0857 -0.1314  -0.2162
F15 6.0362 12.1531 -1.7525  -0.2594
S5 4.3867 10.8551 0.0539  1.0782
O13 3.4689 11.9289 -0.4764  -0.6832
O14 3.8733 9.5331 -0.1428  -0.6199
O15 4.7658 11.0340 1.4737  -0.6813
C30 -4.4969 -11.5075 5.7888  0.5632
F16 -5.2982 -10.4980 6.1389  -0.2457
F17 -3.3761 -11.4708 6.6462  -0.2372
F18 -5.1799 -12.6472 6.0797  -0.2505
S6 -3.9178 -11.3768 3.8900  1.0531
O16 -2.4807 -11.7574 4.0139  -0.6111
O17 -4.7323 -12.3349 3.1367  -0.6358
O18 -4.0803 -9.9895 3.4571  -0.6360
C31 5.4995 0.3603 -7.9838  0.6098
F19 6.5926 -0.2331 -8.1345  -0.2240
F20 5.4474 1.4691 -8.6919  -0.2605
F21 4.4626 -0.4135 -8.3964  -0.2656
S7 5.2846 0.6953 -6.1118  1.0888
O19 4.2543 -0.1871 -5.7797  -0.5968
O20 6.5808 0.2857 -5.5468  -0.6763
O21 5.1111 2.1518 -6.0559  -0.6752
C32 -0.0929 -5.8641 6.8319  0.5551
F22 0.0670 -5.7734 5.4817  -0.2084
F23 0.2533 -4.7535 7.4473  -0.2178
F24 -1.3803 -6.1097 7.1827  -0.2317
S8 1.1536 -7.1923 7.5512  1.0576
O22 1.1013 -8.3597 6.6300  -0.6297
O23 2.5137 -6.5546 7.6613  -0.6565
O24 0.7295 -7.5688 8.8827  -0.6688
C33 -7.3636 5.0583 -1.9615  0.5643
F25 -6.3594 5.2722 -1.1061  -0.2098
F26 -7.7673 6.2490 -2.4268  -0.2177
F27 -6.9843 4.1542 -2.9436  -0.2221
S9 -8.9393 4.1635 -1.0793  1.0591
O25 -10.1612 4.4370 -1.8700  -0.6602
O26 -8.5580 2.7769 -0.9599  -0.6410
O27 -9.0802 4.7177 0.2708  -0.6727

**Charge**: -5
**DFT total energy**: -10033.00943 Eh
**HOMO energy**: 0.51 eV
**Orbital gap**: 1.837 eV

---

Record 2
# C33H45Br2EuN9O2

C33H45Br2EuN9O2 as an isolated structure in a non-equilibrium geometry (the ωB97M-V functional and the def2-TZVPD basis, OMol25).

Last column: Mulliken charge in e.
Positions of all 92 atoms, in Å:
Eu1 -0.1367 0.1001 -0.3776  1.1788
C1 0.2189 1.5628 3.1104  -0.7861
N1 0.7748 1.9245 1.8282  0.6077
C2 1.8598 2.8195 1.8127  -1.1182
C3 3.1638 2.1522 2.2490  0.3893
N2 3.3172 1.4966 3.3636  -0.5921
C4 4.6350 0.9250 3.3347  0.1711
C5 5.4174 0.1480 4.1653  -0.7522
C6 6.7296 -0.1448 3.7411  -0.5690
C7 7.2223 0.2336 2.4866  -0.5571
C8 6.4623 0.9982 1.5952  -0.9192
C9 5.2039 1.2840 2.0712  0.9026
N3 4.2053 2.0436 1.4261  0.0317
C10 -0.4306 0.2125 3.2459  -0.2254
N4 -0.3783 -0.7937 2.3282  0.1429
C11 -0.9355 -1.9240 2.9918  0.7167
C12 -1.1311 -3.1922 2.5223  -0.5888
C13 -1.7525 -3.9982 3.4528  -0.3247
C14 -2.1696 -3.6702 4.7431  -1.0904
C15 -1.8333 -2.4149 5.2389  -0.9132
C16 -1.3180 -1.5229 4.3419  0.5002
N5 -0.9725 -0.1644 4.4193  0.0862
H1 -0.4886 2.3606 3.5521  0.2519
H2 1.0264 1.4222 3.8810  0.4799
H3 0.0265 2.2572 1.2065  -0.1880
H4 1.7424 3.6873 2.5397  0.3799
H5 2.0540 3.3393 0.8812  0.4259
H6 4.9681 -0.3533 4.9886  0.4429
H7 7.4110 -0.6985 4.3736  0.3678
H8 8.1966 -0.1165 2.2226  0.4131
H9 6.8723 1.4891 0.7173  0.4054
H10 4.3328 2.5463 0.5320  0.3113
H11 -0.7817 -3.5566 1.5207  0.0556
H12 -1.8572 -4.9995 3.1165  0.4410
H13 -2.6166 -4.3843 5.4210  0.6096
H14 -2.0928 -2.0504 6.2357  0.3432
H15 -1.0784 0.4315 5.2136  0.2181
Br1 -6.0639 -1.6474 4.0084  -0.0384
C17 -5.5318 -3.2495 4.6409  -0.5688
Br2 -2.4799 1.6989 0.7387  -0.6609
H16 -6.2404 -4.0755 4.4407  0.3164
H17 -4.6587 -3.1864 5.2305  0.3027
N6 3.0864 -2.1506 -0.5561  -0.3755
C18 3.2078 -0.8105 -0.4970  0.4150
N7 4.3636 -0.2910 -0.9393  -0.3206
O1 2.2685 -0.1083 -0.0666  -0.5660
H18 3.7122 -2.8002 -0.9358  0.1462
H19 2.3405 -2.5034 0.0228  0.2149
H20 5.0393 -0.9664 -1.2543  0.1644
H21 4.4244 0.6308 -1.3696  0.2710
C19 -2.2713 -3.9396 -2.2634  -0.9627
N8 -0.9185 -4.2348 -1.7118  0.2038
C20 -0.4836 -5.6530 -1.6901  -0.8577
C21 -0.0861 -3.2785 -1.2993  0.1585
O2 -0.4169 -2.0847 -1.0533  -0.5988
H22 -2.3556 -4.2516 -3.3186  0.3850
H23 -2.3212 -2.8716 -2.2941  0.2644
H24 -3.0525 -4.3213 -1.6369  0.3255
H25 0.5891 -5.6834 -1.7322  0.3509
H26 -1.0040 -6.1312 -2.5598  0.2587
H27 -0.8294 -6.1103 -0.7445  0.2817
H28 0.9365 -3.6351 -1.2375  0.2228
C22 -0.9040 1.1886 -5.6845  -1.4473
C23 -1.9733 0.3554 -4.9397  1.2384
C24 -3.0861 -0.0243 -5.8742  -1.4905
C25 -2.5021 1.1131 -3.7607  0.1671
C26 -3.7779 1.1445 -3.3363  -0.0953
C27 -4.2017 2.0174 -2.3553  -1.0025
C28 -3.3667 3.1201 -1.9804  -0.2331
C29 -2.0728 3.1752 -2.3949  -0.1203
C30 -1.1926 4.3739 -2.3810  1.0225
C31 0.2767 4.1275 -2.5871  -1.0807
C32 -1.3884 5.1653 -1.0833  -1.5205
C33 -1.5505 1.8248 -2.8462  -0.0559
N9 -0.5109 1.2025 -2.3956  -0.6408
H29 -1.4194 1.9682 -6.2604  0.2996
H30 -0.3709 0.6894 -6.4898  0.4397
H31 -0.2011 1.5930 -4.9783  0.3082
H32 -1.4328 -0.5538 -4.5693  -0.0204
H33 -3.5234 0.9399 -6.2249  0.3216
H34 -3.8516 -0.5822 -5.3163  0.2593
H35 -2.8761 -0.4972 -6.8421  0.4013
H36 -4.5833 0.4983 -3.6760  0.2189
H37 -5.1786 1.9813 -1.8801  0.3726
H38 -3.6772 3.9470 -1.3083  0.2691
H39 -1.5355 5.0273 -3.2392  0.1775
H40 0.7095 3.6312 -1.6710  -0.1093
H41 0.8651 5.0769 -2.6727  0.4502
H42 0.5433 3.4835 -3.4699  0.2283
H43 -1.5632 4.5201 -0.1691  0.2227
H44 -2.2224 5.9107 -1.1938  0.3439
H45 -0.5534 5.7875 -0.8343  0.4945

**Spin multiplicity**: 8
**DFT total energy**: -7785.98714 Eh
**HOMO energy (alpha / beta)**: -5.43 / -3.98 eV
**Orbital gap (alpha / beta)**: 5.203 / 3.768 eV